1.
Computed, not measured: C40H64As3CdN6P2S as an isolated structure, with wB97M-V/def2-TZVPD.

Summary:
- 2S+1: 1
- Total charge: +1
- Frontier orbital gap: 6.03 eV
- DFT total energy: -267946.389 eV
- HOMO level: -8.57 eV
- Relative energy (zero: lowest compared OMol25 entry of this formula, charge and spin): 0.074 eV

XYZ file:
```
117
Properties=species:S:1:pos:R:3:nbo_charge:R:1
Cd 0.37 -0.24 0.33 1.5304
N 3.84 1.15 0.50 -0.5797
C 3.44 0.67 1.74 0.3989
C 4.39 0.69 2.77 -0.2746
C 4.05 0.24 4.02 -0.1173
C 2.75 -0.21 4.24 -0.2754
C 1.88 -0.18 3.18 0.0548
N 2.20 0.24 1.94 -0.5748
C 3.38 0.98 -0.79 0.4051
C 4.24 1.38 -1.82 -0.2741
C 3.88 1.15 -3.13 -0.1391
C 2.67 0.51 -3.39 -0.2271
C 1.87 0.19 -2.33 0.0383
N 2.19 0.43 -1.04 -0.5871
H 4.78 1.52 0.53 0.4067
H 5.39 1.06 2.57 0.2266
H 4.78 0.24 4.82 0.2395
H 2.43 -0.56 5.21 0.2459
H 0.84 -0.48 3.31 0.2043
H 5.18 1.86 -1.58 0.2254
H 4.54 1.45 -3.93 0.2376
H 2.37 0.29 -4.40 0.2316
H 0.91 -0.29 -2.49 0.2097
C 1.24 3.05 2.69 -0.9311
As -0.20 2.43 1.51 0.8054
C -1.62 2.75 2.83 -0.9371
C -0.22 4.16 0.53 -0.7200
C -1.27 4.56 -0.51 0.0238
C -2.67 4.26 0.03 -0.6346
C -1.08 3.91 -1.89 -0.7381
As -1.56 2.01 -2.16 0.8341
C -3.50 2.19 -2.42 -0.9428
C -1.16 2.07 -4.08 -0.9369
C -1.17 6.09 -0.70 -0.7366
As 0.33 7.08 -1.56 0.9025
C 1.93 5.94 -1.33 -0.9640
C 0.01 6.63 -3.45 -0.9555
H 0.98 4.05 3.06 0.2310
H 2.18 3.11 2.15 0.2266
H 1.36 2.39 3.54 0.2332
H -1.58 3.79 3.16 0.2307
H -1.44 2.10 3.69 0.2343
H -2.62 2.54 2.45 0.2407
H 0.79 4.24 0.11 0.2364
H -0.28 4.89 1.35 0.2197
H -2.79 3.18 0.21 0.2011
H -3.43 4.57 -0.69 0.2207
H -2.85 4.79 0.96 0.2177
H -0.03 3.98 -2.19 0.2199
H -1.67 4.47 -2.62 0.2202
H -3.72 3.15 -2.89 0.2243
H -4.07 2.12 -1.50 0.2268
H -3.83 1.40 -3.09 0.2317
H -1.77 2.84 -4.56 0.2247
H -1.39 1.12 -4.56 0.2302
H -0.11 2.31 -4.25 0.2235
H -1.28 6.56 0.28 0.2213
H -2.03 6.42 -1.28 0.2268
H 2.24 5.91 -0.28 0.2235
H 2.73 6.41 -1.89 0.2376
H 1.80 4.92 -1.70 0.1999
H -1.03 6.82 -3.70 0.2289
H 0.25 5.59 -3.68 0.2087
H 0.63 7.27 -4.07 0.2353
C -2.94 -1.60 -1.90 -0.9682
P -1.89 -1.46 -0.41 0.7669
C -1.67 -3.20 0.13 -0.2177
N -2.51 -4.13 -0.38 -0.4492
C -2.33 -5.38 -0.02 0.1761
C -3.37 -6.34 -0.27 -0.1902
C -3.15 -7.66 -0.07 -0.1909
C -1.86 -8.14 0.33 -0.2018
C -0.83 -7.28 0.54 -0.1515
C -1.02 -5.87 0.39 0.1767
N 0.03 -5.08 0.34 -0.4695
C -0.15 -3.74 0.53 -0.1149
P 1.26 -2.73 -0.07 0.7454
C 1.29 -3.27 -1.82 -0.9520
C 2.80 -3.50 0.69 -0.2974
C 3.94 -2.50 0.45 -0.6054
C 3.22 -4.85 0.09 -0.6272
C 2.53 -3.64 2.19 -0.6184
C -3.04 -0.98 0.98 -0.2908
C -4.31 -1.83 1.02 -0.6375
C -3.43 0.49 0.79 -0.6179
C -2.20 -1.17 2.27 -0.2404
H -3.48 -2.54 -1.83 0.2828
H -2.30 -1.62 -2.79 0.2403
H -3.62 -0.75 -1.98 0.2397
H -4.34 -5.97 -0.55 0.2234
H -3.95 -8.37 -0.23 0.2206
H -1.72 -9.20 0.47 0.2203
H 0.14 -7.63 0.86 0.2176
H 1.27 -4.36 -1.85 0.2598
H 2.18 -2.89 -2.33 0.2347
H 0.40 -2.89 -2.33 0.2342
H 4.11 -2.35 -0.62 0.2048
H 4.87 -2.89 0.88 0.2214
H 3.72 -1.54 0.90 0.1900
H 3.47 -4.75 -0.96 0.2049
H 2.43 -5.58 0.21 0.2501
H 4.11 -5.20 0.62 0.2152
H 2.27 -2.68 2.63 0.1928
H 3.43 -4.01 2.69 0.2190
H 1.72 -4.35 2.38 0.2460
H -4.90 -1.72 0.12 0.2083
H -4.92 -1.52 1.87 0.2203
H -4.08 -2.89 1.16 0.2538
H -4.04 0.62 -0.11 0.2132
H -2.53 1.11 0.68 0.1942
H -4.02 0.85 1.64 0.2209
H -2.77 -1.76 2.99 0.2436
H -1.97 -0.19 2.71 0.1881
H -0.43 -1.93 2.89 0.3990
S -1.81 -4.32 2.76 -0.4217
C -1.14 -3.22 1.57 -0.0757
N -0.91 -1.84 2.00 -0.7363
```

***

2.
Computed, not measured: a 3-piece molecular cluster, C40H64BBrN7O9P3 overall in a non-equilibrium geometry, with wB97M-V/def2-TZVPD.

Summary:
- 2S+1: 1
- Total charge: 0
- Structure (SMILES): C=Cc1c(O)c2c(c(CCN)c1B(O)CC)C(=O)c1c(cc(Br)c(P(=O)(O)O)c1Cc1ccc(C)cc1)C2=O.CN(C)P(=O)(N(C)C)N(C)C.CN(C)P(=O)(N(C)C)N(C)C
- Frontier orbital gap: 7.51 eV
- DFT total energy: -169964.094 eV
- HOMO level: -8.26 eV

XYZ file:
```
125
Properties=species:S:1:pos:R:3:mulliken_charge:R:1
C 0.60 2.11 6.06 -1.0653
C 0.51 1.44 4.90 -0.8607
C -0.63 1.73 3.98 0.5300
C -1.82 1.03 4.22 0.0242
O -1.87 0.11 5.24 -0.5376
C -2.92 1.29 3.42 1.1609
C -2.85 2.19 2.35 0.7879
C -1.65 2.85 2.08 1.0886
C -1.51 3.79 0.91 0.1346
C -0.68 3.14 -0.25 -1.2739
N -0.84 1.68 -0.24 -0.2768
C -0.55 2.63 2.91 -0.6712
B 0.85 3.37 2.72 0.7808
O 1.73 2.89 1.77 -0.5191
C 1.26 4.65 3.55 -0.2178
C 0.60 5.97 3.05 -1.1908
C -4.10 2.39 1.54 0.3744
O -4.08 2.49 0.33 -0.6050
C -5.38 2.39 2.34 -0.1639
C -5.41 1.46 3.38 0.8372
C -6.53 1.38 4.19 -0.9374
C -7.62 2.19 3.94 -0.0332
Br -9.08 1.94 5.12 -0.1496
C -7.63 3.13 2.90 0.6670
P -9.04 4.20 2.53 0.9770
O -10.24 3.98 3.35 -0.7135
O -9.36 4.05 0.97 -0.5101
O -8.56 5.73 2.69 -0.4644
C -6.46 3.24 2.10 -0.6562
C -6.32 4.26 0.99 -1.3888
C -5.32 5.35 1.34 0.3680
C -5.36 6.02 2.56 0.0285
C -4.48 7.05 2.84 -1.2506
C -3.49 7.43 1.94 1.0544
C -2.52 8.53 2.27 -1.2847
C -3.46 6.76 0.72 -0.5556
C -4.35 5.75 0.43 -0.1991
C -4.22 0.59 3.63 -0.8206
O -4.33 -0.57 3.94 -0.5371
H 1.01 1.67 6.96 0.3366
H 0.20 3.11 6.09 0.2477
H 1.24 0.67 4.64 0.4494
H -2.41 0.48 5.95 0.2728
H -2.47 4.02 0.47 -0.6537
H -1.05 4.73 1.20 -0.1729
H 0.37 3.42 -0.19 0.4614
H -1.10 3.55 -1.17 0.4800
H -1.75 1.48 -0.65 0.2010
H -0.12 1.23 -0.79 0.1486
H 1.93 1.96 1.99 0.2893
H 2.35 4.76 3.48 0.2645
H 0.97 4.51 4.59 -0.0213
H 0.33 5.95 2.00 0.2954
H 1.33 6.77 3.16 0.5125
H -0.24 6.24 3.69 0.3895
H -6.55 0.68 5.01 0.5327
H -10.00 4.74 0.74 0.3303
H -8.68 5.93 3.63 0.3408
H -6.03 3.79 0.05 0.4800
H -7.26 4.76 0.79 0.6789
H -6.09 5.77 3.31 0.3426
H -4.54 7.57 3.79 0.3048
H -1.52 8.11 2.39 0.1870
H -2.47 9.27 1.48 0.3653
H -2.78 8.96 3.24 0.3413
H -2.70 7.06 0.00 0.3609
H -4.26 5.27 -0.53 0.3108
C 2.42 -1.16 -1.64 -1.0008
N 2.99 -1.15 -0.31 0.5072
C 4.13 -0.24 -0.26 -1.3217
P 3.14 -2.52 0.71 0.5728
O 3.28 -1.89 2.06 -0.9039
N 1.61 -3.31 0.91 0.3280
C 0.43 -2.89 0.17 -1.2373
C 1.24 -3.58 2.30 -1.0360
N 3.66 -3.63 -0.50 0.2652
C 3.20 -5.03 -0.46 -0.8393
C 5.15 -3.69 -0.51 -0.7270
H 3.05 -1.68 -2.38 0.2373
H 2.31 -0.12 -1.98 0.3898
H 1.42 -1.58 -1.67 0.1981
H 4.97 -0.58 -0.87 0.3063
H 4.48 -0.13 0.77 0.3864
H 3.84 0.75 -0.60 0.3698
H 0.18 -1.83 0.34 0.3528
H -0.43 -3.49 0.47 0.4409
H 0.55 -3.07 -0.90 0.3072
H 0.82 -2.69 2.80 0.2588
H 2.09 -3.92 2.88 0.3373
H 0.49 -4.37 2.33 0.3762
H 3.34 -5.50 0.52 0.3257
H 3.76 -5.61 -1.19 0.2915
H 2.16 -5.12 -0.75 0.2443
H 5.54 -4.16 0.40 0.3435
H 5.58 -2.69 -0.57 0.2822
H 5.50 -4.25 -1.37 0.0114
C 3.56 -8.03 -6.83 -0.8155
N 3.49 -7.43 -5.51 0.1006
C 2.15 -7.60 -4.95 -1.0747
P 4.26 -5.97 -5.05 0.6610
O 4.31 -6.08 -3.57 -0.8384
N 5.96 -6.04 -5.41 0.2953
C 6.54 -7.16 -6.13 -1.2153
C 6.83 -5.67 -4.30 -1.0452
N 3.90 -5.06 -6.49 0.0335
C 4.91 -4.13 -7.02 -0.9096
C 2.66 -4.27 -6.27 -0.9802
H 3.01 -7.45 -7.60 0.2788
H 3.10 -9.02 -6.79 0.3795
H 4.57 -8.18 -7.18 0.1525
H 1.39 -7.04 -5.51 0.3432
H 2.13 -7.27 -3.91 0.2489
H 1.87 -8.65 -4.96 0.3771
H 6.37 -8.12 -5.63 0.3348
H 7.62 -7.02 -6.22 0.4236
H 6.18 -7.21 -7.16 0.3361
H 6.97 -6.48 -3.58 0.3257
H 6.43 -4.81 -3.76 0.1948
H 7.81 -5.38 -4.69 0.4094
H 5.30 -3.45 -6.27 0.3019
H 4.44 -3.54 -7.81 0.3793
H 5.73 -4.66 -7.48 0.2720
H 2.81 -3.47 -5.54 0.3417
H 1.85 -4.91 -5.90 0.2446
H 2.32 -3.83 -7.20 0.3710
```

***

3.
Computed, not measured: a 13-piece molecular cluster, C40H65Cl24N7 overall in a non-equilibrium geometry, with wB97M-V/def2-TZVPD.

Summary:
- 2S+1: 1
- Total charge: 0
- Frontier orbital gap: 7.71 eV
- DFT total energy: -353496.356 eV
- HOMO level: -7.60 eV

XYZ file:
```
136
Properties=species:S:1:pos:R:3:mulliken_charge:R:1
C 1.93 -4.10 -1.32 -1.1842
C 2.77 -2.91 -0.79 -0.7145
N 3.35 -2.06 -1.83 1.2762
C 4.45 -2.71 -2.55 -0.0934
C 5.70 -2.82 -1.65 -1.6368
C 2.33 -1.42 -2.66 2.7248
C 2.80 -0.29 -3.54 -1.3782
H 1.59 -4.76 -0.52 0.5635
H 2.52 -4.72 -2.00 0.3065
H 1.02 -3.70 -1.76 -0.0039
H 2.17 -2.32 -0.10 -0.3600
H 3.57 -3.34 -0.19 0.6554
H 4.15 -3.66 -3.01 0.3390
H 4.69 -1.98 -3.32 0.0653
H 6.55 -3.19 -2.23 0.4686
H 6.03 -1.84 -1.34 0.2751
H 5.54 -3.48 -0.80 0.3856
H 1.67 -0.97 -1.91 -0.8070
H 1.73 -2.10 -3.27 -1.3100
H 3.42 0.42 -2.98 0.5367
H 1.95 0.32 -3.84 0.4834
H 3.33 -0.64 -4.42 -0.9332
C -3.18 -0.14 2.55 -1.0395
C -2.29 0.90 1.88 1.0090
N -1.41 0.35 0.85 1.7995
C -2.15 -0.36 -0.21 -0.5334
C -1.22 -1.01 -1.21 -1.0152
C -0.50 1.36 0.32 -0.8677
C 0.31 2.06 1.43 0.1774
H -3.28 0.18 3.59 0.1965
H -2.74 -1.14 2.55 -0.0627
H -4.16 -0.17 2.08 0.2473
H -2.86 1.78 1.53 -0.7131
H -1.64 1.33 2.64 -0.1299
H -2.75 -1.13 0.27 0.4934
H -2.83 0.30 -0.77 0.1019
H -0.69 -0.24 -1.78 0.2721
H -0.46 -1.71 -0.84 0.1263
H -1.75 -1.65 -1.92 0.2842
H -1.12 2.13 -0.17 0.3044
H 0.18 1.08 -0.47 0.2713
H -0.26 2.73 2.08 0.1190
H 0.98 2.77 0.95 -0.0793
H 0.90 1.40 2.07 -0.5527
C 0.18 -2.91 -4.63 -0.9630
C 0.49 -2.22 -5.98 -0.9699
N 1.62 -1.32 -5.91 0.8183
C 2.91 -1.98 -5.82 -0.8865
C 4.09 -1.00 -5.71 -1.0459
C 1.51 -0.26 -6.91 -0.8984
C 1.79 -0.71 -8.37 -1.1434
H -0.78 -3.40 -4.69 0.3719
H 0.08 -2.08 -3.92 0.1710
H 0.97 -3.64 -4.46 0.1706
H 0.60 -3.04 -6.71 0.3367
H -0.42 -1.73 -6.31 0.5539
H 2.91 -2.56 -4.89 0.2824
H 3.04 -2.64 -6.69 0.4453
H 4.91 -1.70 -5.52 0.4422
H 4.23 -0.35 -6.57 0.3950
H 4.04 -0.30 -4.88 0.5105
H 2.16 0.55 -6.57 0.3891
H 0.52 0.20 -6.88 0.5765
H 1.15 -1.55 -8.64 0.2746
H 2.85 -0.97 -8.39 0.2564
H 1.63 0.11 -9.07 0.4319
C -2.10 -5.66 -2.39 0.2359
Cl -1.93 -6.23 -4.03 -0.1008
Cl -2.08 -3.88 -2.30 -0.1226
Cl -3.65 -6.18 -1.72 -0.0781
Cl -0.80 -6.31 -1.35 -0.0639
C 1.09 5.87 -0.45 0.2525
Cl 2.39 6.65 -1.36 -0.1158
Cl 1.64 5.68 1.25 -0.1010
Cl -0.32 6.93 -0.56 -0.0605
Cl 0.68 4.34 -1.14 -0.0241
C -4.44 3.73 4.67 0.0851
Cl -5.05 2.28 3.85 -0.0283
Cl -5.33 5.18 4.09 -0.0844
Cl -4.66 3.54 6.39 -0.0653
Cl -2.70 3.94 4.28 0.0500
C -3.84 -1.10 6.87 0.2334
Cl -3.78 0.45 7.71 -0.0424
Cl -4.32 -2.36 7.98 -0.0878
Cl -5.01 -1.10 5.55 -0.0662
Cl -2.20 -1.44 6.24 -0.0614
C -2.81 -5.28 2.84 0.0600
Cl -1.47 -6.24 3.47 -0.0982
Cl -3.06 -3.87 3.91 0.0562
Cl -2.42 -4.69 1.24 0.0640
Cl -4.30 -6.27 2.75 -0.1123
C -6.54 2.60 -0.30 0.2131
Cl -8.06 1.82 0.19 -0.1094
Cl -5.18 1.51 0.00 -0.0383
Cl -6.63 2.93 -2.05 -0.1108
Cl -6.33 4.11 0.61 -0.0293
N -2.43 7.40 1.22 0.0711
C -3.24 7.29 0.11 -1.1033
C -3.56 5.94 0.01 -0.4301
C -3.00 5.23 1.09 0.6667
C -2.33 6.19 1.81 -1.2884
H -1.88 8.19 1.51 0.2142
H -3.47 8.14 -0.50 0.4168
H -4.24 5.51 -0.71 0.5077
H -2.93 4.17 1.25 0.5266
H -1.70 6.04 2.67 0.4041
N 3.77 0.24 0.05 0.2442
C 3.94 1.59 -0.03 -0.8110
C 3.75 2.10 1.24 -0.7178
C 3.40 1.02 2.05 -0.5423
C 3.44 -0.16 1.33 -0.5095
H 3.77 -0.41 -0.74 -0.0388
H 4.20 2.04 -0.97 0.4741
H 3.84 3.12 1.56 0.5232
H 3.17 1.17 3.09 0.6286
H 3.10 -1.15 1.56 0.5820
N 0.15 -1.80 2.07 1.5583
C 0.96 -1.43 3.11 -0.3467
C 1.53 -2.56 3.66 -1.4995
C 1.03 -3.65 2.91 -1.1486
C 0.15 -3.16 1.98 -0.1438
H -0.48 -1.12 1.64 -0.5199
H 0.99 -0.41 3.46 0.5184
H 2.18 -2.55 4.52 0.5284
H 1.27 -4.70 3.01 0.4706
H -0.48 -3.68 1.28 0.5170
N 0.00 3.66 6.48 0.1276
C 0.25 2.83 5.42 -1.4371
C -0.17 1.56 5.80 1.1053
C -0.64 1.66 7.11 -1.0490
C -0.61 2.98 7.50 -0.8048
H 0.20 4.64 6.52 0.1879
H 0.75 3.13 4.51 0.5925
H -0.26 0.65 5.23 0.2189
H -1.05 0.85 7.68 0.6501
H -0.93 3.42 8.43 0.4201
```